Entry 1:
DFT (ωB97M-V with the def2-TZVPD basis set) results for a cluster of 2 separate species, CH2O3 in total.

The geometry in ORCA input format:
```
! RIJCOSX wB97M-V def2-TZVPD def2/J DEFGRID3
* xyz 0 1
C 1.776 -0.157 0.024
O 2.795 0.345 -0.167
O -0.896 0.727 -0.319
O 0.220 1.217 0.174
H 1.485 -1.142 0.265
H -1.179 1.386 -0.876
*
```

Results
energy relative to the best compared isomer or geometry (same formula, charge and spin) = 629.7 kJ/mol
E_HOMO (alpha / beta) = -8.54 / -8.54 eV
Kohn-Sham gap (alpha / beta) = 8.56 / 8.57 eV

=====

Entry 2:
DFT (ωB97M-V with the def2-TZVPD basis set) results for a structure of composition C52H46BaBrN9O.

The geometry in ORCA input format:
```
! RIJCOSX wB97M-V def2-TZVPD def2/J DEFGRID3
* xyz 0 1
Ba 0.244 0.486 -1.395
Br -5.377 6.165 -3.531
C -4.143 4.744 -3.282
C -3.752 3.964 -4.380
C -2.859 2.943 -4.210
C -2.290 2.625 -2.940
O -1.444 1.675 -2.833
C -2.723 3.420 -1.834
C -2.297 3.256 -0.464
N -1.567 2.340 0.080
C -1.414 2.480 1.482
C -2.470 2.857 2.321
C -2.261 3.068 3.674
C -1.000 2.913 4.228
C 0.051 2.478 3.431
C 1.413 2.316 3.956
C 2.448 2.054 3.164
C 2.278 1.834 1.694
N 0.859 1.653 1.291
C -0.178 2.225 2.077
C -3.633 4.479 -2.044
H -4.157 4.178 -5.361
H -2.539 2.341 -5.050
H -2.676 4.054 0.184
H -3.463 2.977 1.906
H -3.095 3.364 4.298
H -0.829 3.110 5.279
H 1.555 2.465 5.020
H 3.452 1.990 3.565
H 2.797 2.593 1.107
H -3.935 5.086 -1.198
C 1.250 -1.344 3.232
C 2.688 -1.401 2.982
C 3.283 -0.598 2.099
C 2.488 0.344 1.242
N 0.998 0.182 1.429
C 0.489 -0.494 2.535
N 2.674 0.181 -0.160
C 3.366 0.966 -0.939
N 3.021 1.063 -2.233
C 3.858 1.970 -2.851
N 3.729 2.280 -4.080
C 4.457 3.327 -4.633
C 5.358 3.063 -5.673
C 6.055 4.113 -6.230
C 5.825 5.403 -5.763
C 4.891 5.566 -4.756
N 4.218 4.563 -4.192
C 4.875 2.453 -1.843
C 5.995 3.262 -1.930
C 6.771 3.435 -0.788
C 6.444 2.810 0.409
C 5.328 1.985 0.490
C 4.553 1.825 -0.645
H 0.802 -1.964 3.994
H 3.285 -2.098 3.559
H 4.354 -0.629 1.940
H -0.574 -0.370 2.708
H 5.492 2.044 -6.008
H 6.769 3.933 -7.024
H 6.342 6.258 -6.177
H 4.668 6.556 -4.372
H 6.274 3.751 -2.851
H 7.650 4.067 -0.834
H 7.069 2.960 1.280
H 5.086 1.482 1.417
C -0.332 -6.759 1.820
C 0.456 -5.563 2.375
C 1.896 -6.003 2.634
C -0.163 -5.119 3.706
C 0.382 -4.421 1.366
C 1.495 -3.891 0.732
C 1.332 -2.858 -0.180
N 0.152 -2.339 -0.499
C -0.934 -2.832 0.111
C -0.850 -3.858 1.040
C -2.239 -2.199 -0.243
C -3.446 -2.858 -0.023
C -4.649 -2.237 -0.331
C -4.569 -0.956 -0.871
C -3.333 -0.376 -1.077
N -2.182 -0.977 -0.772
C -6.004 -2.896 -0.101
C -5.872 -4.303 0.481
C -6.753 -2.987 -1.437
C -6.809 -2.033 0.881
H -0.286 -7.593 2.523
H 0.083 -7.090 0.867
H -1.382 -6.510 1.663
H 1.902 -6.812 3.365
H 2.499 -5.186 3.036
H 2.376 -6.371 1.726
H -0.131 -5.943 4.422
H -1.205 -4.817 3.592
H 0.388 -4.278 4.130
H 2.494 -4.248 0.938
H 2.195 -2.411 -0.660
H -1.747 -4.207 1.533
H -3.436 -3.862 0.372
H -5.458 -0.402 -1.143
H -3.247 0.614 -1.508
H -5.322 -4.968 -0.187
H -6.867 -4.728 0.626
H -5.373 -4.293 1.452
H -6.195 -3.589 -2.156
H -6.916 -2.003 -1.876
H -7.728 -3.453 -1.284
H -6.292 -1.948 1.839
H -7.786 -2.486 1.059
H -6.970 -1.027 0.493
*
```

Results
energy relative to the best compared isomer or geometry (same formula, charge and spin) = 369.2 kJ/mol
E_HOMO = -7.20 eV
Kohn-Sham gap = 7.18 eV

=====

Entry 3:
DFT (ωB97M-V with the def2-TZVPD basis set) results for a structure of composition C29H55AlNO11S5.

The geometry in ORCA input format:
```
! RIJCOSX wB97M-V def2-TZVPD def2/J DEFGRID3
* xyz -1 1
N 3.982 5.083 2.433
C 4.033 4.155 1.253
C 3.810 2.605 1.612
O 5.043 1.831 1.441
C 2.546 1.928 0.844
Al 1.095 1.629 2.256
C 0.681 3.507 3.057
C -0.347 3.227 4.286
C -0.951 4.650 4.748
S -0.455 4.883 6.551
C 1.618 0.361 3.778
O 2.964 0.554 4.310
O 3.336 -0.595 4.944
C -0.698 0.944 1.507
C -0.978 -0.584 1.522
C -2.309 -1.203 1.023
C -3.428 -0.235 0.492
C -3.117 1.284 0.461
C -1.798 1.927 0.951
H 3.097 5.604 2.471
H 4.040 4.575 3.325
H 3.316 4.576 0.472
H 5.108 4.239 0.826
H 3.582 2.564 2.745
H 5.454 2.080 0.588
H 2.876 0.917 0.426
H 2.166 2.652 0.032
H 1.626 4.064 3.372
H 0.122 4.078 2.234
H 0.239 2.672 5.090
H -1.142 2.505 3.854
H -0.508 5.476 4.082
H -2.095 4.580 4.629
H 0.778 4.213 6.596
H 0.860 0.389 4.657
H 1.577 -0.737 3.398
H 3.588 -1.285 4.273
H -0.162 -1.265 1.941
H -2.524 -2.332 1.036
H -4.420 -0.693 0.156
H -3.937 2.000 0.081
H -1.624 3.063 0.937
C 1.621 0.896 -4.782
C 0.193 1.436 -4.883
C -0.464 1.255 -3.514
S 0.862 1.305 -2.312
O 0.965 0.008 -1.686
O 0.763 2.526 -1.548
C 2.190 1.471 -3.491
H 2.225 1.179 -5.647
H 1.600 -0.196 -4.727
H 0.224 2.501 -5.140
H -0.377 0.928 -5.664
H -1.176 2.053 -3.300
H -0.956 0.285 -3.432
H 3.072 0.938 -3.135
H 2.411 2.536 -3.598
C 1.825 -5.628 -4.359
C 1.607 -4.771 -3.111
C 2.496 -3.533 -3.242
S 2.694 -3.244 -4.997
O 4.082 -3.448 -5.345
O 1.974 -2.044 -5.366
C 1.760 -4.665 -5.537
H 1.076 -6.418 -4.445
H 2.812 -6.101 -4.315
H 0.556 -4.466 -3.057
H 1.834 -5.323 -2.196
H 2.038 -2.656 -2.781
H 3.485 -3.703 -2.815
H 2.197 -5.072 -6.449
H 0.734 -4.340 -5.723
C 0.114 -10.678 -6.530
C -1.293 -10.940 -5.989
C -1.545 -9.937 -4.861
S -0.544 -8.502 -5.236
O 0.470 -8.371 -4.216
O -1.406 -7.404 -5.612
C 0.215 -9.169 -6.706
H 0.291 -11.204 -7.470
H 0.859 -11.021 -5.805
H -2.025 -10.787 -6.788
H -1.405 -11.967 -5.635
H -2.593 -9.643 -4.810
H -1.222 -10.331 -3.896
H 1.242 -8.813 -6.789
H -0.370 -8.833 -7.565
C -4.380 7.726 7.852
C -5.829 7.274 7.651
C -5.967 6.811 6.199
S -4.346 6.238 5.700
O -3.848 7.115 4.666
O -4.377 4.802 5.546
C -3.517 6.637 7.228
H -4.144 7.869 8.908
H -4.215 8.677 7.336
H -6.047 6.440 8.326
H -6.537 8.074 7.878
H -6.684 5.995 6.104
H -6.252 7.635 5.542
H -2.497 6.961 7.025
H -3.509 5.738 7.848
*
```

Results
E_HOMO = -4.41 eV
Kohn-Sham gap = 5.78 eV

=====

Entry 4:
DFT (ωB97M-V with the def2-TZVPD basis set) results for a cluster of 3 separate species, C17H22NO6S in total.

The geometry in ORCA input format:
```
! RIJCOSX wB97M-V def2-TZVPD def2/J DEFGRID3
* xyz -1 1
C 4.049 1.970 0.803
C 2.675 1.325 1.358
N 1.649 2.357 1.768
C 0.310 1.758 1.497
C -0.559 2.401 0.356
C -1.953 1.822 -0.009
S -3.046 2.487 -1.352
C -2.463 0.589 0.811
C -1.600 -0.085 1.944
C -0.191 0.508 2.307
C -2.197 -1.385 2.701
O -2.014 -1.620 3.922
C -3.097 -2.339 1.759
C -3.911 -1.709 0.760
C -4.845 -2.536 -0.261
O -4.457 -3.715 -0.622
O -6.029 -2.064 -0.783
C -3.908 -0.099 0.573
O -4.948 0.551 0.306
H 4.995 1.395 1.124
H 4.202 3.049 1.182
H 4.085 2.035 -0.346
H 2.239 0.675 0.523
H 2.904 0.686 2.294
H 1.756 3.229 1.227
H -0.211 3.322 -0.242
H -3.970 3.345 -0.763
H 0.424 0.027 3.153
H -3.077 -3.485 1.866
C 5.501 -1.778 1.043
C 5.135 -1.696 2.509
O 3.819 -2.194 2.711
H 4.794 -1.202 0.440
H 6.510 -1.392 0.871
H 5.456 -2.811 0.686
H 5.162 -0.659 2.851
H 5.828 -2.280 3.124
H 3.805 -3.113 2.414
C -2.809 0.590 -5.757
C -2.414 -0.284 -4.582
O -1.613 0.453 -3.668
H -1.920 0.965 -6.271
H -3.421 0.033 -6.470
H -3.373 1.464 -5.416
H -1.833 -1.144 -4.924
H -3.300 -0.654 -4.055
H -2.137 1.207 -3.364
*
```

Results
E_HOMO = -4.28 eV
Kohn-Sham gap = 5.97 eV

=====

Entry 5:
DFT (ωB97M-V with the def2-TZVPD basis set) results for an isolated molecule of C16H20N2O2S.

The geometry in ORCA input format:
```
! RIJCOSX wB97M-V def2-TZVPD def2/J DEFGRID3
* xyz 0 1
C -0.400 -0.057 -2.960
C -1.217 -1.054 -2.160
H -1.636 -1.838 -2.802
H -0.613 -1.539 -1.384
O -2.293 -0.354 -1.536
C -2.975 -0.996 -0.588
O -2.774 -2.137 -0.263
C -4.059 -0.105 -0.012
C -3.543 0.738 1.153
H -4.362 1.306 1.593
H -3.063 0.115 1.905
S -2.322 1.990 0.629
C -0.851 1.045 0.656
N 0.223 1.617 0.186
C 1.356 0.886 0.212
C 2.550 1.447 -0.276
C 3.721 0.735 -0.272
C 3.739 -0.593 0.231
C 2.582 -1.156 0.706
C 1.369 -0.445 0.709
C 0.123 -0.947 1.174
N -0.949 -0.195 1.154
C -0.046 -2.334 1.698
H 0.447 -3.054 1.049
H 0.389 -2.411 2.694
H -1.107 -2.565 1.750
H 2.600 -2.164 1.093
C 5.019 -1.370 0.244
H 5.773 -0.859 0.841
H 5.413 -1.477 -0.766
H 4.862 -2.362 0.660
C 4.980 1.352 -0.794
H 4.794 2.364 -1.143
H 5.380 0.766 -1.621
H 5.741 1.387 -0.015
H 2.510 2.458 -0.650
H -4.865 -0.745 0.350
H -4.428 0.551 -0.801
H 0.446 -0.562 -3.418
H -0.034 0.733 -2.310
H -1.014 0.391 -3.736
*
```

Results
energy relative to the best compared isomer or geometry (same formula, charge and spin) = 27.3 kJ/mol
E_HOMO = -8.10 eV
Kohn-Sham gap = 8.25 eV
SMILES string = CCOC(=O)CCSc1nc(C)c2cc(C)c(C)cc2n1

=====

Values for max |F|, Eh/bohr, ordered as above
0.121; 0.003; 0.096; 0.122; 0.014